# 1
DFT (ωB97M-V with the def2-TZVPD basis set) results for a cluster of 7 separate species, C39H68Cl2FN3O18PS in total in a non-equilibrium geometry.

The geometry in ORCA input format:
```
! wB97M-V def2-TZVPD RIJCOSX def2/J DEFGRID3
* xyz 1 1
C -5.126 -4.470 0.732
C -4.156 -3.212 1.150
C -2.536 -3.627 1.214
Cl -2.363 -5.469 0.820
N -1.682 -2.785 0.279
C -1.982 -2.837 -1.233
O -3.051 -3.692 -1.826
N -2.527 -4.783 -2.415
O -3.464 -5.217 -3.110
C -1.144 -1.924 -2.353
S -1.613 -2.079 -4.199
C 0.075 -0.948 -1.852
C 0.895 -0.108 -2.997
O 1.660 -0.847 -3.846
O 0.834 1.351 -3.212
C -0.383 1.694 -3.985
C -1.231 2.765 -3.022
C -2.849 2.715 -3.308
F -0.654 4.142 -3.244
C 0.387 -0.937 -0.232
C 1.650 0.009 0.265
C 1.230 1.206 1.303
C 2.428 1.242 2.471
N 2.430 0.282 3.679
O 3.455 2.118 2.444
C -0.531 -1.883 0.773
P -0.017 -1.776 2.649
O 0.309 -3.383 3.243
Cl -1.792 -1.054 3.651
H -6.241 -4.068 0.671
H -4.896 -4.905 -0.351
H -5.111 -5.355 1.524
H -4.231 -2.299 0.386
H -4.523 -2.852 2.220
H -2.254 -3.544 2.346
H -0.759 -3.067 -4.771
H -0.162 2.226 -5.011
H -1.102 0.776 -4.173
H -1.023 2.414 -1.900
H -3.292 1.892 -2.589
H -3.077 2.490 -4.454
H -3.294 3.774 -3.022
H 2.410 -0.703 0.838
H 2.259 0.489 -0.615
H 1.216 2.282 0.843
H 0.171 1.035 1.821
H 2.965 0.739 4.478
H 2.970 -0.587 3.389
H -0.308 -3.581 4.019
O 3.752 -1.570 1.896
C 4.912 -1.871 2.152
O 5.915 -1.496 1.326
C 7.316 -1.611 1.638
C 7.841 -2.983 1.265
C 5.237 -2.739 3.332
H 7.510 -1.355 2.683
H 7.829 -0.855 1.034
H 7.348 -3.772 1.839
H 8.919 -3.045 1.446
H 7.649 -3.192 0.208
H 5.150 -3.790 3.042
H 4.515 -2.525 4.128
H 6.220 -2.551 3.758
O 1.527 4.502 0.335
C 1.987 5.388 -0.376
O 2.818 6.321 0.143
C 3.574 7.266 -0.638
C 2.751 8.505 -0.929
C 1.566 5.516 -1.811
H 3.971 6.801 -1.545
H 4.440 7.546 -0.029
H 1.868 8.269 -1.529
H 3.348 9.246 -1.469
H 2.391 8.953 0.002
H 0.648 6.107 -1.867
H 1.373 4.512 -2.205
H 2.329 5.951 -2.455
O -2.493 -5.703 -8.355
C -2.424 -6.518 -7.442
O -1.908 -7.749 -7.661
C -1.587 -8.696 -6.624
C -2.800 -9.529 -6.260
C -2.994 -6.205 -6.090
H -1.143 -8.198 -5.758
H -0.812 -9.352 -7.034
H -3.605 -8.911 -5.854
H -2.537 -10.288 -5.517
H -3.201 -10.029 -7.148
H -4.058 -6.457 -6.079
H -2.877 -5.132 -5.905
H -2.484 -6.709 -5.271
O -6.378 -4.305 4.279
C -7.595 -4.363 4.146
O -8.136 -4.823 2.995
C -9.531 -5.130 2.814
C -10.308 -3.893 2.406
C -8.510 -3.839 5.214
H -9.948 -5.615 3.702
H -9.583 -5.868 2.006
H -10.275 -3.124 3.183
H -11.355 -4.143 2.210
H -9.876 -3.451 1.503
H -8.661 -2.767 5.065
H -8.036 -4.004 6.187
H -9.471 -4.348 5.257
O 2.485 8.534 -3.972
C 2.945 9.421 -4.683
O 3.776 10.353 -4.164
C 4.531 11.298 -4.945
C 3.709 12.537 -5.236
C 2.524 9.548 -6.118
H 4.929 10.833 -5.852
H 5.398 11.578 -4.336
H 2.825 12.301 -5.836
H 4.306 13.278 -5.777
H 3.349 12.986 -4.305
H 1.606 10.139 -6.174
H 2.330 8.544 -6.512
H 3.286 9.983 -6.762
O 3.657 -0.586 5.977
C 3.464 -0.208 7.127
O 2.776 -0.983 7.996
C 2.679 -0.735 9.410
C 1.532 0.210 9.715
C 3.902 1.157 7.569
H 3.632 -0.386 9.818
H 2.478 -1.703 9.881
H 1.687 1.190 9.255
H 1.423 0.347 10.795
H 0.594 -0.185 9.313
H 3.123 1.884 7.323
H 4.820 1.418 7.031
H 4.147 1.218 8.628
*
```

Output
HOMO energy (eV): -10.6

Here are the Mulliken charges for atoms 1 to 6, given in e: number 1, C, carries -0.804; number 2, C, carries -0.294; number 3, C, carries -0.060; number 4, Cl, carries -0.136; number 5, N, carries 0.331; number 6, C, carries -0.090

# 2
DFT (ωB97M-V with the def2-TZVPD basis set) results for a cluster of 10 separate species, C39H68O30 in total in a non-equilibrium geometry.

The geometry in ORCA input format:
```
! wB97M-V def2-TZVPD RIJCOSX def2/J DEFGRID3
* xyz 0 1
C 1.213 -6.783 -3.762
C 1.313 -6.014 -5.085
C 1.555 -6.887 -6.274
O 0.567 -6.524 -7.143
C -0.252 -5.562 -6.586
O -1.149 -4.988 -7.212
O 0.067 -5.394 -5.289
H 1.983 -7.551 -3.698
H 0.313 -7.397 -3.724
H 1.101 -6.089 -2.929
H 2.217 -5.406 -5.052
H 1.455 -7.955 -6.081
H 2.606 -6.706 -6.502
C 0.110 -7.489 4.848
C 0.275 -7.011 3.353
C -0.227 -7.988 2.308
O -1.347 -7.397 1.825
C -1.547 -6.145 2.343
O -2.402 -5.284 2.069
O -0.568 -5.895 3.299
H -0.929 -7.673 5.121
H 0.647 -6.950 5.629
H 0.505 -8.503 4.916
H 1.296 -6.760 3.064
H -0.345 -9.006 2.682
H 0.450 -8.118 1.464
C -9.395 1.029 1.598
C -8.061 0.383 1.486
C -7.921 -1.143 1.419
O -7.900 -1.291 0.027
C -7.543 -0.131 -0.621
O -7.332 0.029 -1.817
O -7.463 0.807 0.267
H -9.235 2.094 1.763
H -10.007 0.619 2.401
H -9.957 0.698 0.724
H -7.487 0.760 2.332
H -8.817 -1.575 1.865
H -6.991 -1.466 1.886
C -6.335 6.357 0.032
C -6.124 6.593 -1.427
C -7.126 5.979 -2.361
O -8.032 6.965 -2.689
C -7.594 8.164 -2.332
O -8.231 9.152 -2.582
O -6.318 7.982 -1.720
H -6.051 5.328 0.252
H -7.330 6.552 0.432
H -5.635 6.885 0.680
H -5.097 6.355 -1.703
H -7.682 5.135 -1.953
H -6.610 5.721 -3.286
C -1.761 1.222 0.304
C -0.253 0.879 0.238
C 0.171 -0.424 1.043
O 0.778 -1.259 0.120
C 0.797 -0.665 -1.039
O 1.474 -1.082 -2.028
O 0.060 0.484 -1.093
H -2.018 1.525 1.319
H -2.402 0.384 0.032
H -1.975 2.135 -0.252
H 0.419 1.704 0.472
H -0.715 -0.824 1.535
H 0.917 -0.142 1.786
C 1.007 5.470 -2.933
C 0.401 6.476 -1.951
O 0.401 5.907 -0.613
C -0.253 6.478 0.369
O -0.882 7.606 0.337
O -0.140 5.717 1.431
C -0.886 6.100 2.581
H 2.016 5.275 -2.571
H 1.101 5.814 -3.964
H 0.444 4.539 -2.866
H -0.444 7.060 -2.316
H 1.151 7.256 -1.824
H -1.926 6.161 2.260
H -0.563 7.070 2.959
H -0.709 5.384 3.384
C 3.926 -1.062 -7.367
C 4.286 0.368 -6.859
O 5.500 0.855 -7.349
C 6.703 0.511 -6.738
O 7.801 0.818 -7.278
O 6.546 -0.131 -5.514
C 7.664 -0.887 -5.091
H 2.855 -1.214 -7.234
H 4.419 -1.750 -6.680
H 4.200 -1.270 -8.401
H 4.143 0.404 -5.779
H 3.476 0.951 -7.298
H 7.402 -1.555 -4.270
H 8.505 -0.264 -4.787
H 7.951 -1.535 -5.919
C -3.145 1.292 8.688
C -3.497 2.054 7.403
O -4.814 2.667 7.546
C -5.450 3.237 6.550
O -5.028 3.458 5.432
O -6.531 3.790 7.042
C -7.308 4.657 6.267
H -3.853 0.471 8.803
H -3.307 1.850 9.611
H -2.143 0.863 8.681
H -3.474 1.328 6.590
H -2.750 2.830 7.237
H -6.699 5.422 5.787
H -7.875 5.222 7.007
H -7.860 4.162 5.468
C 7.445 3.638 -0.600
C 6.817 2.659 0.363
O 6.231 3.293 1.511
C 5.597 2.468 2.398
O 5.334 1.251 2.259
O 5.293 3.262 3.453
C 4.691 2.760 4.609
H 8.371 3.105 -0.813
H 7.703 4.545 -0.054
H 6.786 3.861 -1.439
H 7.458 1.787 0.497
H 5.920 2.270 -0.118
H 4.515 1.686 4.671
H 3.761 3.279 4.841
H 5.296 3.180 5.412
C 6.479 -5.708 -1.181
O 6.916 -6.899 -0.519
C 8.253 -6.999 -0.233
O 9.149 -6.171 -0.309
O 8.507 -8.049 0.425
C 7.657 -9.157 0.570
H 6.749 -4.812 -0.621
H 5.419 -5.623 -1.421
H 7.048 -5.518 -2.091
H 7.065 -9.471 -0.290
H 6.866 -8.877 1.266
H 8.184 -10.059 0.882
*
```

Output
Structure (SMILES): C[C@H]1COC(=O)O1.C[C@H]1COC(=O)O1.C[C@H]1COC(=O)O1.C[C@H]1COC(=O)O1.C[C@H]1COC(=O)O1.CCOC(=O)OC.CCOC(=O)OC.CCOC(=O)OC.CCOC(=O)OC.COC(=O)OC
HOMO energy (eV): -10.6

Here are the Mulliken charges for atoms 1 to 6, given in e: number 1, C, carries -1.497; number 2, C, carries 0.563; number 3, C, carries -0.406; number 4, O, carries -0.327; number 5, C, carries 0.612; number 6, O, carries -0.555